1.
{
  "formula": "C45H48Cl2KN5O",
  "method": "ωB97M-V/def2-TZVPD",
  "symbols": ["C", "H", "C", "N", "C", "C", "C", "C", "C", "H", "H", "H", "C", "H", "C", "H", "H", "C", "C", "H", "C", "C", "Cl", "C", "C", "O", "H", "H", "C", "H", "C", "H", "H", "H", "H", "C", "C", "C", "C", "H", "H", "H", "H", "H", "H", "H", "H", "H", "H", "C", "H", "C", "C", "H", "H", "K", "H", "N", "H", "C", "H", "C", "C", "H", "N", "H", "H", "C", "C", "C", "H", "H", "C", "C", "H", "C", "C", "H", "H", "H", "H", "C", "C", "C", "C", "H", "C", "C", "C", "C", "Cl", "H", "C", "N", "H", "C", "H", "H", "H", "N", "H", "C"],
  "coordinates": [[-4.382971, 0.529729, 3.505164], [-4.117548, 2.673440, 3.480363], [3.278091, -1.826997, 1.413859], [-0.788290, 1.297105, 0.941199], [2.104750, -1.931999, 3.694955], [-1.138255, 4.651995, -3.881273], [-2.581083, 1.798340, 2.292852], [1.055599, 1.576882, -5.397765], [6.012988, 0.037299, -3.369886], [7.139771, -0.836308, -0.213582], [-5.046605, 0.525938, 4.375651], [4.607592, -1.407316, -4.121120], [-2.682792, -0.643701, -2.646236], [-2.341863, 2.924120, -1.564309], [-0.547625, 1.905072, -2.041612], [-2.476405, 2.966187, -3.850887], [6.320512, -1.217453, 1.293384], [6.793010, -1.660006, 0.414769], [-3.395132, -1.503202, -0.629090], [5.517299, -3.386310, 0.287658], [-5.031377, -0.717493, -2.226542], [2.503615, -4.394527, 3.848572], [-3.714097, -3.250463, 3.023381], [-0.499149, 2.256625, -3.462477], [0.641688, -0.363828, 6.490443], [-1.772887, -2.272858, 0.960392], [-6.168187, -2.504182, 1.874259], [5.347598, 0.900778, -3.423029], [0.344511, -1.507862, 5.520305], [-2.908722, 1.820029, 4.403265], [-5.750349, -1.645587, -0.017787], [0.684131, 2.451101, -5.942897], [-0.130122, 4.900063, -4.221431], [7.665950, -2.231314, 0.744861], [3.116859, -5.191137, 4.281021], [5.208010, -1.254277, -3.217913], [5.801413, -2.540098, -0.346918], [-1.286426, 1.111468, 2.176620], [3.015752, -0.603490, -1.904331], [-1.842318, -0.366242, -3.278281], [-1.172672, 4.850304, -2.808655], [2.840348, -2.951193, 5.423285], [0.952126, -0.580011, -5.560213], [1.458297, -4.580820, 4.102666], [-2.955846, 4.886226, -0.084324], [-3.782568, -0.380182, 3.530818], [0.954547, 0.241019, -7.131930], [-1.846093, 5.322745, -4.377673], [-4.351660, 2.798560, -0.336243], [-3.775777, 4.651427, 0.597602], [-4.997754, 0.472682, 2.603844], [-3.494826, 1.772240, 3.479472], [-5.396523, -2.228896, 1.164832], [0.311286, 0.589325, 6.073753], [6.301889, -2.977545, -1.217460], [0.004019, -0.769259, -0.044653], [-4.858973, 2.931374, 1.323708], [0.478388, 1.086734, -1.741205], [0.139006, -0.508437, 7.451390], [-1.543961, 2.323371, -1.134255], [-4.190602, 0.046684, -4.036667], [3.419440, -1.480119, 0.052751], [-4.023619, 3.144068, 0.649725], [2.577575, -4.452245, 2.761481], [1.294213, -0.561321, 2.035647], [3.991687, -2.852317, 4.117417], [-6.059203, -0.544072, -2.518233], [2.272937, -1.438059, 2.319701], [0.593784, 0.297892, -6.100388], [-1.447995, 3.179421, -4.161452], [1.715742, -0.282892, 6.674910], [-0.497320, 0.242398, -6.111047], [-2.969585, -2.110324, 0.666714], [-2.825548, 2.356216, 1.077873], [6.631789, 0.021929, -4.272151], [-0.687419, 0.313383, 3.173310], [-4.066982, -2.473022, 1.491376], [-3.493360, 5.031596, 1.582310], [-4.663784, 5.194906, 0.261526], [5.895430, -2.105645, -3.172266], [2.147262, 1.643296, -5.446933], [4.572850, -1.810645, -0.790948], [4.319890, -1.263616, -2.013892], [0.594430, 1.624185, -3.974146], [-4.003410, -0.397934, -3.066451], [0.662491, -2.456516, 5.965257], [1.198036, 0.886634, -2.861483], [-1.675921, 2.019310, 0.230157], [0.484365, -0.463371, 3.107007], [0.986058, -1.333424, 4.180549], [-7.451226, -1.341815, -0.366646], [2.875993, 0.106866, -3.896028], [-4.753003, -1.284997, -0.962994], [2.524003, -0.778955, -0.663734], [-0.738488, -1.597617, 5.388859], [2.929218, -3.006487, 4.333292], [-1.425623, 2.999438, -5.241465], [-1.235915, 0.253919, 4.109357], [4.052130, -2.474906, 1.819188], [-2.394276, -1.174688, -1.486089], [6.665804, 0.186154, -2.506751], [2.377968, 0.117508, -2.929010]],
  "forces_ev_per_angstrom": [[-0.1, -0.1, 0.0], [0.0, 0.0, 0.0], [-0.1, 0.0, 0.0], [0.0, 0.6, 0.3], [0.1, 0.0, -0.1], [0.0, 0.1, 0.0], [0.0, -0.1, 0.0], [0.0, 0.1, 0.0], [0.0, 0.1, 0.0], [0.0, 0.0, 0.0], [0.0, 0.0, 0.0], [0.0, 0.0, 0.0], [0.0, 0.1, 0.0], [0.0, 0.0, 0.0], [0.0, 0.0, 0.1], [0.0, 0.0, 0.0], [0.0, 0.0, 0.0], [0.0, 0.1, 0.0], [0.4, 0.0, -0.1], [0.0, 0.0, 0.0], [0.0, 0.0, 0.0], [0.0, -0.1, 0.0], [0.0, 0.1, -0.1], [0.0, 0.0, 0.0], [0.0, 0.1, 0.0], [-0.4, -0.3, 0.1], [0.0, 0.0, 0.0], [0.0, 0.0, 0.0], [-0.1, -0.2, 0.0], [0.0, 0.0, 0.0], [0.1, 0.1, -0.3], [0.0, 0.0, 0.0], [0.0, 0.0, 0.0], [0.0, 0.0, 0.0], [0.0, 0.0, 0.0], [0.0, -0.1, -0.1], [0.0, -0.1, 0.0], [0.1, -0.1, 0.0], [-0.1, 0.0, 0.0], [0.0, 0.0, 0.0], [0.0, 0.0, 0.0], [0.0, 0.0, 0.0], [0.0, 0.0, 0.0], [0.0, 0.0, 0.0], [0.0, 0.0, 0.0], [0.0, 0.0, 0.0], [0.0, 0.0, 0.0], [0.0, 0.0, 0.0], [0.0, 0.0, 0.0], [0.1, 0.1, 0.0], [0.0, 0.0, 0.0], [0.1, 0.1, 0.1], [-0.1, -0.1, 0.3], [0.0, 0.0, 0.0], [0.0, 0.0, 0.0], [0.0, -1.1, -0.9], [0.0, 0.0, 0.0], [0.1, 0.2, 0.0], [0.0, 0.0, 0.0], [0.0, 0.0, 0.0], [0.0, 0.0, 0.0], [0.0, 0.0, 0.1], [-0.1, -0.1, 0.0], [0.0, 0.0, 0.0], [0.3, 0.3, 0.4], [0.0, 0.0, -0.1], [0.0, 0.0, 0.0], [0.0, 0.1, -0.1], [0.0, -0.1, 0.0], [-0.1, 0.0, -0.1], [0.0, 0.0, 0.0], [0.0, 0.0, 0.0], [-0.1, 0.1, -0.2], [0.0, 0.1, -0.1], [0.0, 0.0, 0.0], [0.0, 0.1, -0.1], [-0.1, 0.0, 0.0], [0.0, 0.0, 0.0], [0.0, 0.0, 0.0], [0.0, 0.0, 0.0], [0.0, 0.0, 0.0], [0.0, 0.0, 0.0], [0.0, 0.0, 0.0], [0.0, -0.1, 0.0], [0.1, 0.0, 0.0], [0.1, 0.0, 0.0], [0.1, 0.0, 0.1], [0.1, -0.1, 0.0], [0.0, 0.1, -0.1], [0.0, 0.1, 0.0], [0.1, 0.0, 0.0], [0.0, 0.0, 0.0], [-0.3, 0.0, 0.1], [0.0, 0.2, 0.1], [0.0, 0.0, 0.0], [0.0, 0.0, 0.1], [0.1, 0.0, 0.0], [0.0, 0.0, 0.0], [0.0, 0.0, 0.0], [-0.3, -0.2, 0.3], [0.0, 0.0, 0.0], [-0.1, 0.0, 0.0]],
  "de_lowest_kj_mol": 12.8,
  "energy_ev": -98315.7857,
  "charge": -2,
  "gap_ev": 5.13,
  "e_lumo_ev": 4.20
}

***

2.
{
  "formula": "C45H48IrN4O2PSi",
  "method": "ωB97M-V/def2-TZVPD",
  "symbols": ["C", "H", "H", "C", "C", "N", "H", "H", "C", "C", "H", "H", "C", "C", "N", "C", "C", "H", "H", "C", "O", "C", "C", "C", "C", "C", "C", "H", "C", "H", "H", "H", "C", "H", "C", "C", "C", "C", "H", "H", "C", "H", "H", "C", "N", "H", "C", "H", "C", "C", "H", "H", "H", "H", "H", "H", "C", "O", "H", "H", "C", "H", "H", "C", "C", "H", "P", "H", "H", "C", "N", "Ir", "C", "H", "H", "H", "H", "H", "C", "Si", "H", "C", "H", "C", "C", "C", "C", "H", "H", "H", "H", "H", "H", "C", "C", "H", "C", "C", "C", "H", "H", "C"],
  "coordinates": [[-0.573589, -3.751784, 2.080931], [-3.547949, -7.307564, 1.643680], [-0.105031, -4.338780, 2.869782], [1.722633, -0.503882, 0.874540], [2.457141, 2.410540, 1.342733], [0.049703, 2.180103, 0.675553], [-1.760392, -3.323688, -0.519151], [5.725569, 0.011247, -2.000147], [3.068034, 1.492985, -3.514854], [2.381304, 0.347062, -0.114144], [-3.091349, -3.285446, -2.519381], [-3.794851, 0.090686, -1.115366], [0.254952, 4.776789, -0.665385], [-1.590852, 2.590224, -1.709299], [-1.405818, -2.384221, -0.615410], [-2.003837, 0.815279, 2.446754], [2.320914, 0.593277, 3.087625], [0.758564, 4.600927, 4.380524], [-2.490962, 3.116620, -2.038368], [-4.224486, -4.060104, 1.013105], [0.391060, -1.336865, -1.573834], [5.845606, 1.603810, -3.418927], [-2.187956, -3.863901, -2.726032], [-2.554841, 0.502423, 1.204510], [-4.641647, 1.441822, 1.912367], [-1.973271, -1.514521, 0.254068], [3.210645, -3.020520, -0.676544], [-5.673621, 1.696483, 1.698237], [2.771061, 1.694568, 0.075347], [1.163788, -2.566302, -5.569229], [0.704756, 5.252738, 0.209134], [0.094656, -3.764528, 1.215802], [3.753626, 2.416373, -4.287895], [-4.716084, 2.211209, 3.908328], [1.452943, -1.033751, -2.499978], [-2.294998, 4.180020, 0.827247], [-3.881102, 0.829667, 0.914000], [3.775375, 0.614907, -2.695883], [-5.353949, -0.150022, -0.317631], [5.672705, 3.194047, -4.844807], [1.731895, -0.338206, 2.336386], [4.104014, 1.320494, 2.201520], [-5.016105, -3.402153, 0.676098], [0.834085, -2.386854, -4.554014], [-1.770307, -0.221652, 0.248361], [-0.281406, 5.546680, -1.227365], [4.015861, -1.846515, -1.188724], [-0.654247, -2.717830, 2.416239], [3.500443, 2.739989, 3.632533], [-4.507846, 0.532623, -0.422921], [6.925783, 1.649327, -3.378725], [-2.332434, 1.671433, 4.375953], [3.036886, 4.330040, 4.889583], [-5.412041, -5.839977, 0.918228], [-0.960576, 0.584903, 2.627642], [1.060403, 4.390962, -1.296074], [-0.959065, -2.982888, -2.869026], [2.951006, -4.014838, -1.243830], [1.165537, -1.106725, 2.857080], [-2.350118, -4.416518, -3.648443], [1.607262, -1.515048, -3.797108], [-0.520133, 3.546684, 2.736912], [2.182021, 0.543668, 4.162476], [0.965322, 2.616357, 1.599426], [-4.104825, 1.733723, 3.153417], [2.873018, 3.420352, 1.258806], [2.839189, -0.482231, -1.625851], [-1.349335, -6.335156, 2.167576], [1.986530, 1.440781, -3.538561], [-2.773484, 1.428092, 3.417806], [-2.792981, -2.109777, 1.173431], [0.206264, 0.392458, -0.246679], [-2.156900, -5.692284, 1.838320], [3.276673, 2.227133, -0.717153], [1.694362, -1.562650, 0.608757], [-0.857747, 2.649054, -2.517804], [-3.361449, -1.488298, 1.727181], [-2.086415, -4.616639, -1.934414], [5.165549, 0.677016, -2.644154], [-0.896477, 3.388358, -0.148294], [-2.712650, 3.511826, 1.579460], [3.161334, 1.736335, 2.568786], [-3.105156, 4.476159, 0.154887], [-1.921734, -4.323142, 1.737293], [-3.396078, -6.240498, 1.547993], [0.550312, 3.364488, 2.690637], [-0.651163, -2.210432, -1.793233], [-1.862006, 1.538139, -1.585367], [4.700698, -1.511982, -0.408880], [4.556722, -2.145169, -2.091975], [-1.941329, 5.079755, 1.336336], [2.492402, -1.108606, -4.279652], [3.203575, 3.095409, -4.925665], [1.302516, 3.929446, 3.725353], [-0.297787, -3.053396, -4.130019], [-4.886057, 1.452571, -0.872458], [2.658202, 3.691531, 4.097361], [-4.440213, -5.421280, 1.142629], [5.139990, 2.471267, -4.240662], [4.499318, 2.691868, 4.051282], [-0.758787, -3.721842, -4.846151], [-2.978770, -3.514259, 1.305449]],
  "forces_ev_per_angstrom": [[0.0, 0.0, 0.0], [0.0, 0.0, 0.0], [0.0, 0.0, 0.0], [-0.2, 0.1, -0.2], [0.0, 0.0, 0.0], [0.0, 0.0, 0.1], [0.1, 0.0, 0.1], [0.0, 0.0, 0.0], [0.0, 0.0, 0.0], [-0.2, 0.1, -0.2], [0.0, 0.0, 0.0], [0.0, 0.0, 0.0], [0.0, 0.0, 0.0], [0.0, 0.0, 0.0], [0.3, -0.2, 0.1], [0.0, 0.0, 0.0], [0.0, 0.0, 0.0], [0.0, 0.0, 0.0], [0.0, 0.0, 0.0], [0.0, 0.0, 0.0], [0.1, 0.2, 0.0], [0.0, 0.0, 0.0], [0.0, 0.0, 0.0], [0.0, 0.0, 0.0], [0.0, 0.0, 0.0], [-0.2, 0.1, 0.0], [0.1, 0.0, 0.1], [0.0, 0.0, 0.0], [0.2, 0.0, 0.1], [0.0, 0.0, 0.0], [0.0, 0.0, 0.0], [0.0, 0.0, 0.0], [0.0, 0.0, 0.0], [0.0, 0.0, 0.0], [0.1, -0.3, 0.1], [0.0, 0.0, 0.0], [0.0, 0.0, 0.0], [0.0, 0.0, 0.0], [0.0, 0.0, 0.0], [0.0, 0.0, 0.0], [0.0, 0.0, 0.0], [0.0, 0.0, 0.0], [0.0, 0.0, 0.0], [0.0, 0.0, 0.0], [-0.1, 0.0, 0.0], [0.0, 0.0, 0.0], [0.0, 0.0, -0.1], [0.0, 0.0, 0.0], [0.0, 0.0, 0.0], [0.0, 0.0, 0.0], [0.0, 0.0, 0.0], [0.0, 0.0, 0.0], [0.0, 0.0, 0.0], [0.0, 0.0, 0.0], [0.0, 0.0, 0.0], [0.0, 0.0, 0.0], [-0.1, 0.1, -0.1], [0.0, -0.1, -0.1], [0.0, 0.0, 0.0], [0.0, 0.0, 0.0], [0.0, 0.1, 0.0], [0.0, 0.0, 0.0], [0.0, 0.0, 0.0], [0.0, 0.1, 0.0], [0.0, 0.0, 0.0], [0.0, 0.0, 0.0], [0.0, 0.2, 0.0], [0.0, 0.0, 0.0], [0.0, 0.0, 0.0], [0.0, 0.0, 0.0], [-0.1, 0.0, -0.1], [0.1, -0.3, 0.2], [0.0, 0.0, 0.0], [0.0, 0.0, 0.0], [0.0, 0.0, 0.0], [0.0, 0.0, 0.0], [0.1, 0.0, 0.1], [0.0, 0.0, 0.0], [0.0, 0.0, 0.0], [0.1, 0.0, -0.1], [0.0, 0.0, 0.0], [0.0, 0.0, 0.0], [0.0, 0.0, 0.0], [0.0, 0.0, 0.0], [0.0, 0.0, 0.0], [0.0, 0.0, 0.0], [-0.2, 0.1, 0.0], [0.0, 0.0, 0.0], [0.0, 0.0, 0.0], [0.0, 0.0, 0.0], [0.0, 0.0, 0.0], [0.0, -0.1, 0.0], [0.0, 0.0, 0.0], [0.0, 0.0, 0.0], [0.0, 0.0, 0.0], [0.0, 0.0, 0.0], [0.0, 0.0, 0.0], [0.0, 0.0, 0.0], [0.0, 0.0, 0.0], [0.0, 0.0, 0.0], [0.0, 0.0, 0.0], [0.0, 0.0, 0.0]],
  "de_lowest_kj_mol": 299.8,
  "energy_ev": -77498.9739,
  "multiplicity": 5,
  "gap_ev": [5.81, 6.56],
  "e_lumo_ev": [0.41, -0.15]
}